# 1
Molecular formula: C20H46N2O11Zn
Method: DFT, wB97M-V/def2-TZVPD

```
! RIJCOSX wB97M-V def2-TZVPD def2/J DEFGRID3
* xyz 2 1
Zn -25.49 9.73 -13.88
C -27.27 12.79 -15.54
C -26.74 11.43 -15.98
C -26.70 11.21 -17.48
O -26.43 9.85 -17.76
C -26.63 9.52 -19.13
N -25.39 11.17 -15.35
H -28.35 12.86 -15.65
H -26.91 13.61 -16.17
H -27.04 13.02 -14.50
H -27.48 10.68 -15.67
H -25.95 11.88 -17.93
H -27.68 11.45 -17.91
H -26.22 10.24 -19.84
H -27.72 9.49 -19.29
H -26.20 8.54 -19.29
H -25.09 12.15 -15.35
H -24.75 10.90 -16.10
C -25.29 6.36 -16.44
C -25.07 7.34 -15.31
C -23.86 8.20 -15.58
O -23.66 9.15 -14.52
C -22.36 9.74 -14.57
N -26.27 8.23 -15.10
H -24.60 5.52 -16.51
H -25.22 6.95 -17.36
H -26.24 5.81 -16.42
H -24.92 6.78 -14.38
H -23.93 8.80 -16.50
H -22.98 7.55 -15.70
H -22.42 10.68 -14.03
H -21.98 9.90 -15.58
H -21.64 9.07 -14.09
H -26.67 8.32 -16.04
H -26.99 7.66 -14.66
C -24.06 11.71 -8.88
C -23.25 11.53 -10.16
O -23.65 12.51 -11.12
C -24.30 12.18 -12.21
O -24.51 11.05 -12.59
O -24.75 13.24 -12.85
C -24.15 14.52 -12.63
H -24.05 12.75 -8.56
H -23.86 11.04 -8.05
H -25.11 11.56 -9.18
H -23.39 10.53 -10.58
H -22.16 11.61 -10.07
H -24.24 14.93 -11.63
H -24.65 15.20 -13.30
H -23.09 14.49 -12.89
C -22.72 7.71 -9.03
C -22.32 7.30 -10.43
O -23.19 7.98 -11.39
C -24.42 7.59 -11.62
O -25.21 8.21 -12.30
O -24.70 6.50 -10.98
C -25.96 5.86 -11.05
H -22.06 7.28 -8.28
H -23.70 7.30 -8.80
H -22.73 8.79 -8.96
H -22.38 6.23 -10.64
H -21.34 7.66 -10.71
H -26.76 6.54 -10.72
H -25.96 4.98 -10.41
H -26.28 5.57 -12.05
C -27.15 8.93 -8.41
C -28.02 9.66 -9.41
O -27.18 9.78 -10.59
C -27.58 10.35 -11.69
O -27.03 10.27 -12.76
O -28.73 10.98 -11.50
C -29.45 11.43 -12.65
H -27.69 8.64 -7.51
H -26.35 9.60 -8.10
H -26.68 8.04 -8.83
H -28.38 10.63 -9.08
H -28.94 9.14 -9.68
H -28.91 12.25 -13.12
H -30.37 11.85 -12.26
H -29.67 10.66 -13.38
*
```

Calculated values
E_tot = -95395.34577 eV
energy relative to the best compared isomer or geometry (same formula, charge and spin) = 23.50 kcal per mole
HOMO level = -0.560 Eh
F_max = 2.85 eV Å⁻¹
molecular weight = 556.0 g mol⁻¹

***

# 2
Molecular formula: C20H46N2O8P
Method: DFT, wB97M-V/def2-TZVPD

```
! RIJCOSX wB97M-V def2-TZVPD def2/J DEFGRID3
* xyz -1 1
C 3.65 2.83 2.75
C 2.17 2.78 2.28
P 1.96 3.29 0.50
C 0.19 3.75 0.57
C 1.79 1.68 -0.54
O 0.42 1.36 -0.76
C 2.35 2.00 -1.98
O 2.39 3.20 -2.28
O 2.59 0.99 -2.68
N 2.42 0.47 -0.02
C 1.73 -0.22 1.06
C 1.03 -1.52 0.63
C -0.50 -1.51 0.84
N -0.97 -2.84 1.29
C 3.87 0.55 0.03
C 4.53 -0.41 -0.96
O 5.72 -1.00 -0.37
C 6.89 -0.69 -0.90
O 7.93 -1.15 -0.52
H 3.96 1.88 3.18
H 3.79 3.60 3.52
H 4.32 3.05 1.92
H 1.73 1.83 2.56
H 1.59 3.54 2.83
H -0.19 3.92 -0.44
H 0.06 4.64 1.19
H -0.40 2.94 1.00
H 0.44 0.60 -1.36
H 0.98 0.45 1.49
H 2.46 -0.45 1.86
H 1.43 -2.37 1.19
H 1.26 -1.67 -0.43
H -0.99 -1.31 -0.12
H -0.77 -0.71 1.53
H -0.53 -3.06 2.18
H -1.97 -2.79 1.48
H 4.26 0.33 1.03
H 4.17 1.58 -0.22
H 4.79 0.08 -1.90
H 3.84 -1.22 -1.20
H 6.83 -0.01 -1.76
C -3.10 -6.53 2.50
C -1.82 -6.15 3.21
C -1.46 -7.13 4.32
O -1.90 -4.82 3.73
H -3.94 -6.54 3.21
H -3.33 -5.82 1.71
H -3.03 -7.53 2.06
H -1.00 -6.10 2.49
H -2.24 -7.15 5.07
H -0.53 -6.83 4.80
H -1.34 -8.14 3.92
H -2.61 -4.79 4.38
C -5.38 3.70 -0.47
C -4.06 4.46 -0.39
C -3.79 5.26 -1.65
O -2.98 3.59 -0.10
H -5.34 2.98 -1.30
H -5.55 3.14 0.45
H -6.22 4.37 -0.64
H -4.10 5.14 0.47
H -3.71 4.59 -2.51
H -2.85 5.80 -1.56
H -4.59 5.97 -1.85
H -2.88 2.97 -0.83
C -2.26 -0.78 -4.54
C -1.31 0.09 -3.74
C -0.01 0.36 -4.48
O -1.05 -0.48 -2.46
H -1.80 -1.76 -4.73
H -3.19 -0.95 -3.99
H -2.50 -0.32 -5.50
H -1.80 1.04 -3.51
H 0.51 -0.58 -4.67
H 0.66 0.98 -3.88
H -0.19 0.86 -5.43
H -0.58 -1.31 -2.60
*
```

Calculated values
E_tot = -50136.06510 eV
energy relative to the best compared isomer or geometry (same formula, charge and spin) = 0.00 kcal per mole
HOMO level = -0.157 Eh
F_max = 0.79 eV Å⁻¹
molecular weight = 473.6 g mol⁻¹

***

# 3
Molecular formula: C20H47BO13S5Sb
Method: DFT, wB97M-V/def2-TZVPD

```
! RIJCOSX wB97M-V def2-TZVPD def2/J DEFGRID3
* xyz -1 1
O 0.83 4.77 4.91
B 2.21 4.96 5.18
O 3.03 3.86 5.37
O 2.65 6.25 5.22
Sb 3.92 6.63 3.57
H 0.56 5.68 4.73
H 3.09 3.33 4.57
H 2.64 7.56 2.80
H 3.23 5.17 2.82
H 5.16 5.69 4.38
H 4.48 8.13 4.31
H 4.99 6.81 2.17
C -0.20 -0.71 2.98
C -1.39 0.26 2.91
C -1.27 1.21 4.10
S 0.48 1.33 4.49
O 0.71 0.75 5.79
O 0.95 2.64 4.15
C 1.02 0.16 3.24
H -0.09 -1.28 2.05
H -0.35 -1.42 3.80
H -1.34 0.82 1.97
H -2.34 -0.27 2.92
H -1.65 2.21 3.87
H -1.78 0.82 4.98
H 1.88 -0.41 3.61
H 1.30 0.72 2.35
C 4.71 -3.69 2.34
C 6.04 -3.10 2.84
C 6.25 -1.76 2.11
S 4.60 -1.13 1.74
O 4.43 -1.11 0.31
O 4.33 0.02 2.55
C 3.70 -2.54 2.39
H 4.39 -4.53 2.96
H 4.82 -4.04 1.32
H 5.98 -2.93 3.91
H 6.87 -3.77 2.65
H 6.76 -1.04 2.74
H 6.78 -1.89 1.17
H 2.82 -2.72 1.79
H 3.42 -2.31 3.42
C -3.93 -3.32 2.29
C -4.80 -3.75 1.10
C -4.18 -3.13 -0.16
S -2.43 -2.93 0.18
O -2.12 -1.53 0.21
O -1.68 -3.86 -0.63
C -2.49 -3.54 1.86
H -4.17 -3.88 3.19
H -4.10 -2.26 2.50
H -4.78 -4.84 1.02
H -5.83 -3.45 1.22
H -4.31 -3.77 -1.04
H -4.59 -2.14 -0.36
H -1.77 -2.99 2.47
H -2.24 -4.60 1.84
C 0.64 0.57 -3.07
C 0.90 2.08 -2.99
C -0.45 2.79 -3.14
S -1.68 1.64 -2.51
O -2.54 1.24 -3.60
O -2.22 2.15 -1.27
C -0.55 0.31 -2.15
H 1.51 -0.01 -2.76
H 0.39 0.29 -4.10
H 1.34 2.32 -2.02
H 1.60 2.41 -3.76
H -0.49 3.71 -2.56
H -0.69 2.99 -4.18
H -1.04 -0.65 -2.34
H -0.27 0.38 -1.11
C -3.91 0.39 -7.04
C -4.68 -0.67 -7.84
C -3.65 -1.58 -8.52
S -2.18 -1.53 -7.48
O -1.12 -0.90 -8.22
O -2.00 -2.82 -6.85
C -2.82 -0.37 -6.29
H -4.56 0.93 -6.36
H -3.46 1.11 -7.73
H -5.30 -1.27 -7.15
H -5.36 -0.22 -8.57
H -3.99 -2.61 -8.61
H -3.37 -1.20 -9.51
H -2.02 0.28 -5.93
H -3.24 -0.94 -5.46
*
```

Calculated values
E_tot = -109508.53850 eV
HOMO level = -0.129 Eh
F_max = 1.63 eV Å⁻¹
molecular weight = 788.5 g mol⁻¹